{"formula": "C5H15NO", "method": "ωB97M-V/def2-TZVPD", "symbols": ["C", "C", "C", "C", "C", "N", "H", "H", "H", "H", "H", "H", "H", "H", "H", "H", "H", "H", "H", "H", "H", "O"], "xyz": [[1.519502, -0.951519, -0.161196], [0.043677, -0.532312, -0.089510], [-0.789226, -0.676577, 1.211103], [-2.228771, -0.105958, 1.029529], [-0.137431, 0.113002, 2.331986], [-0.281357, 0.770147, -0.727844], [1.507229, -2.036166, -0.136299], [1.994776, -0.422983, -0.979072], [2.020134, -0.570301, 0.733779], [-0.557816, -1.178460, -0.740400], [-0.749659, -1.724406, 1.525278], [-2.642036, -0.368932, 0.053733], [-1.962212, 0.962400, 0.884204], [-2.855182, -0.351666, 1.873647], [0.730829, -0.272265, 2.865158], [0.070670, 1.154668, 2.044034], [-0.809360, 0.406481, 3.154103], [0.469719, 1.472049, -0.727958], [-0.514262, 0.605644, -1.713769], [2.343437, 1.660318, -4.331850], [1.362542, 0.546530, -4.110372], [1.464795, 1.500306, -3.988285]], "forces_ev_per_a": [[-0.403, 1.761, 1.563], [-2.749, -0.247, -1.237], [0.263, 0.095, 1.760], [2.054, 0.135, -1.404], [0.014, 1.755, 1.189], [2.996, -1.384, -0.987], [0.324, -0.034, -0.469], [0.206, -0.730, -0.516], [0.081, -0.267, 0.014], [0.328, -0.259, -0.118], [-0.276, -0.039, -0.440], [-0.396, -0.480, 0.308], [-0.890, -0.009, 0.636], [-0.219, 0.265, -0.014], [0.133, -0.345, -0.545], [0.494, -0.219, -0.523], [-0.417, -0.904, -0.206], [-0.472, 0.401, 0.612], [-1.015, 0.623, 0.261], [0.331, 0.308, -0.131], [-0.058, 0.195, -0.176], [-0.328, -0.621, 0.421]], "gap_ev": [11.89, 6.49], "spin_multiplicity": 2, "energy_ev": -8956.31001, "e_above_lowest_kj_mol": 152.1, "total_charge": 1, "s_squared": 0.755}


{"formula": "C4H13NO", "method": "ωB97M-V/def2-TZVPD", "symbols": ["C", "C", "N", "C", "C", "H", "H", "H", "H", "H", "H", "H", "H", "H", "H", "H", "H", "H", "O"], "xyz": [[-1.298159, 1.861675, -0.516580], [-1.231198, 0.552291, 0.293187], [0.126305, 0.056986, 0.079841], [0.385054, -1.202240, 0.065854], [0.571113, -1.899763, -1.283815], [-2.263318, 2.344200, -0.348143], [-0.549844, 2.622147, -0.300342], [-1.115081, 1.555907, -1.546795], [-1.915552, -0.175432, -0.144099], [-1.331466, 0.845219, 1.344714], [1.863797, -1.630557, 1.447761], [-0.378873, -1.870307, 0.509514], [1.481927, -1.264105, 0.779859], [-0.401092, -1.752702, -1.752032], [0.900633, -2.927717, -1.148535], [1.237560, -1.367550, -1.966991], [1.851971, 2.006587, 1.474886], [0.851585, 0.831500, 1.128653], [1.214638, 1.413862, 1.883063]], "forces_ev_per_a": [[-0.322, -0.439, -0.210], [1.499, 1.334, 0.690], [0.162, 0.152, -1.842], [-4.822, -0.410, -2.274], [2.116, 0.745, 0.026], [-0.126, -0.150, -0.429], [0.248, -0.396, 0.509], [-0.433, 0.396, -0.243], [-0.410, 0.055, 0.633], [-0.703, -0.612, 0.062], [-0.233, 0.317, -0.839], [0.198, 0.039, 0.926], [2.274, -1.017, 2.100], [-0.189, -0.597, 0.245], [-0.306, -0.133, -0.258], [0.315, -0.062, 0.219], [-0.036, -0.086, -0.071], [0.888, 1.191, 0.710], [-0.118, -0.325, 0.046]], "gap_ev": 8.16, "spin_multiplicity": 1, "energy_ev": -7891.59982, "e_above_lowest_kj_mol": 488.3}


{"formula": "C10H10BrClO4Pb", "method": "ωB97M-V/def2-TZVPD", "symbols": ["C", "C", "C", "H", "C", "C", "H", "H", "H", "H", "Pb", "Br", "C", "C", "C", "H", "C", "C", "H", "H", "H", "H", "O", "Cl", "O", "O", "O"], "xyz": [[-1.334185, -0.821732, -2.113087], [-1.381313, -1.831067, -1.093933], [-2.104319, -1.294985, 0.038461], [-0.869000, -2.798036, -1.117553], [-2.502129, 0.057460, -0.300017], [-2.045495, 0.336587, -1.630785], [-2.086794, 1.303364, -2.128482], [-0.806306, -0.911472, -3.058022], [-2.222042, -1.791039, 1.026549], [-3.022808, 0.757678, 0.385115], [0.054600, -0.189763, 0.392459], [1.113305, -2.531210, 1.128036], [2.118418, 1.237697, 0.124965], [1.316226, 2.035591, -0.777653], [1.151880, 1.292800, -1.997587], [0.811440, 2.970886, -0.518102], [1.848757, 0.038334, -1.857890], [2.476256, 0.016993, -0.568406], [3.045891, -0.818803, -0.138607], [2.370215, 1.470766, 1.180852], [0.527308, 1.573980, -2.835084], [1.846802, -0.789570, -2.560916], [-0.830048, -1.050569, 4.032485], [-0.047940, 0.103302, 3.878519], [-0.603943, 1.368022, 4.249930], [1.335516, -0.092292, 4.034907], [-0.160298, 0.357073, 2.223858]], "forces_ev_per_a": [[-1.365, -0.161, 1.209], [0.405, 0.762, -1.461], [1.335, 0.028, 0.927], [-0.415, 0.465, 0.009], [0.369, 1.482, -0.669], [0.382, -1.218, 0.432], [-0.184, -0.332, 0.147], [-0.200, 0.035, 0.242], [-0.226, 0.327, -0.991], [0.327, -0.687, -0.676], [1.083, -2.016, -2.247], [0.007, -0.124, 0.050], [-1.180, -0.638, 1.137], [-1.289, -0.684, -1.464], [1.186, -0.331, 1.302], [0.448, -0.326, -0.173], [0.597, 1.447, 0.771], [-0.471, -0.813, -1.504], [-0.309, 0.658, -0.299], [0.025, 0.004, -1.034], [0.145, 0.063, 0.123], [0.105, 0.277, 0.120], [-0.424, -0.200, 1.315], [-0.597, 1.768, -5.286], [0.611, -1.435, 1.409], [0.209, 0.201, 1.246], [-0.572, 1.445, 5.365]], "gap_ev": [5.13, 5.14], "spin_multiplicity": 1, "energy_ev": -106521.23743, "e_above_lowest_kj_mol": 0.0}


{"formula": "BEuFH3IO2PS2", "method": "ωB97M-V/def2-TZVPD", "symbols": ["O", "S", "O", "F", "B", "I", "P", "S", "H", "H", "H", "Eu"], "xyz": [[2.370392, 0.352618, 1.485345], [1.889849, 0.533659, 0.191717], [2.788536, 0.749823, -0.852724], [0.975841, 1.834740, 0.276195], [0.622489, -0.818383, -0.239677], [1.132308, -2.793615, 0.527182], [-1.091197, -0.220078, 0.421374], [-1.943822, 1.069458, -0.905728], [0.536617, -0.874132, -1.428588], [-0.934664, 0.515631, 1.596263], [-1.956131, -1.270925, 0.733959], [-4.390217, 0.921205, -1.805317]], "forces_ev_per_a": [[0.682, -0.116, 2.707], [-1.036, -1.252, -0.483], [1.121, 0.555, -1.862], [-0.555, 0.561, -0.133], [0.029, 0.000, -0.678], [-0.098, 0.091, 0.235], [0.892, -0.289, 0.219], [-0.571, 0.383, -0.341], [-0.183, 0.132, 0.018], [-0.278, -0.079, 0.224], [-0.153, 0.038, 0.057], [0.149, -0.024, 0.036]], "gap_ev": [4.81, 5.01], "spin_multiplicity": 8, "energy_ev": -65918.97281, "total_charge": 1, "s_squared": 15.761}


{"formula": "CH2O2S", "method": "ωB97M-V/def2-TZVPD", "symbols": ["C", "O", "O", "S", "H", "H"], "xyz": [[-0.121073, 0.816133, 1.111420], [-0.779283, 1.154143, -0.147029], [0.476692, -0.925498, -1.434105], [0.667262, 0.479309, -0.429699], [-0.795184, 0.031112, 1.680066], [0.551586, -1.555199, -0.780652]], "forces_ev_per_a": [[-0.660, -1.337, 1.411], [-0.986, 0.092, -1.192], [-0.658, 3.963, -0.573], [0.754, -0.569, -0.347], [1.475, 0.885, -1.344], [0.075, -3.033, 2.045]], "gap_ev": 8.42, "spin_multiplicity": 1, "energy_ev": -15994.25836, "e_above_lowest_kj_mol": 547.7}


{"formula": "C5H10FO3P2", "method": "ωB97M-V/def2-TZVPD", "symbols": ["C", "C", "C", "F", "P", "C", "O", "O", "P", "C", "O", "H", "H", "H", "H", "H", "H", "H", "H", "H", "H"], "xyz": [[0.158821, -1.914318, -1.676314], [-0.924508, -1.706071, -0.584179], [-0.364138, -1.133104, 0.739149], [-0.762146, -1.898790, 1.816901], [-0.928784, 0.679576, 0.887231], [-1.676746, 1.010529, 2.617281], [-2.579725, 1.869467, 2.613636], [-1.277739, 0.372581, 3.589936], [0.898173, 1.825237, 0.652060], [0.862796, 2.281738, -1.171565], [2.248471, 0.803948, 0.740437], [1.175339, -1.787179, -1.305857], [0.010148, -2.906753, -2.101294], [0.010137, -1.179468, -2.468178], [-1.642841, -1.000743, -0.998271], [-1.469533, -2.623324, -0.351928], [0.723567, -1.214023, 0.683134], [0.696088, 3.354635, -1.248621], [0.026018, 1.779051, -1.658945], [1.816180, 1.995503, -1.617269], [3.000422, 1.391508, 0.842656]], "forces_ev_per_a": [[-0.764, -0.019, 0.182], [0.329, 0.274, 0.048], [0.175, 0.347, -0.640], [-0.274, -0.210, 0.073], [-0.332, -0.336, -0.939], [-0.692, 0.633, 2.029], [0.419, -0.005, -1.232], [0.765, -0.669, -0.222], [0.312, 1.064, 0.532], [-0.329, -0.662, 0.441], [-0.504, -0.162, -0.399], [0.000, -0.204, 0.077], [0.386, 0.002, -0.176], [0.128, -0.053, -0.087], [-0.238, -0.103, 0.167], [0.188, -0.088, 0.000], [0.027, 0.179, 0.256], [0.145, 0.028, 0.006], [0.164, -0.042, -0.192], [-0.025, 0.078, -0.120], [0.120, -0.049, 0.198]], "gap_ev": 6.99, "spin_multiplicity": 1, "energy_ev": -32785.73920, "total_charge": -1, "smiles": "CC[C@H](F)P(C(=O)[O-])#P(C)O"}